(a)
2 unconnected molecules or ions with the total composition C2H5N2O. Source: the Open Molecules 2025 dataset; level of theory: wB97M-V/def2-TZVPD.

```
10
C2H5N2O (wB97M-V/def2-TZVPD)
C -1.415 -0.226 0.318
C 2.734 0.411 -0.174
N -0.247 0.289 0.503
N -2.544 -0.257 -0.288
O -0.735 -0.937 1.191
H 2.943 -0.400 -0.854
H 2.515 1.398 -0.545
H 2.762 0.245 0.893
H -2.797 0.471 -0.943
H -3.217 -0.994 -0.102
```

The total charge is +1. Its spin multiplicity is 3. As for the expectation value of S²: 2.012. The HOMO-LUMO gap (alpha / beta) comes out at 0.26505 / 0.30739 Eh. As for the molecular weight: 73.075 u. The value obtained for the HOMO energy (alpha / beta) is -11.87 / -16.88 eV.

=====

(b)
A gas-phase ion, C2H5N2O (charge +1). Source: the Open Molecules 2025 dataset; level of theory: wB97M-V/def2-TZVPD.

```
10
C2H5N2O (wB97M-V/def2-TZVPD)
C -0.690 -0.757 -0.290
C 0.344 -0.065 0.490
N 1.546 0.166 -0.334
N -0.777 0.654 -0.115
O 2.574 -0.157 0.120
H -0.487 -1.118 -1.281
H -1.485 -1.262 0.233
H 0.447 0.165 1.602
H -0.358 1.156 -0.980
H -1.115 1.217 0.554
```

The total charge is +1. Its spin multiplicity is 3. As for the expectation value of S²: 2.007. The HOMO-LUMO gap (alpha / beta) comes out at 0.35542 / 0.44094 Eh. As for the molecular weight: 73.075 u. The value obtained for the HOMO energy (alpha / beta) is -13.40 / -18.33 eV.

=====

The winner here is (b), beating the second structure by 0.0512 hartree.

=====

(a)
3 unconnected molecules or ions with the total composition C2H12N2O2. Source: the Open Molecules 2025 dataset; level of theory: wB97M-V/def2-TZVPD.

```
18
C2H12N2O2 (wB97M-V/def2-TZVPD)
C 0.665 1.602 -1.841
N 0.439 0.754 -0.663
C -0.729 -0.182 -0.765
N -0.385 -1.528 -0.385
H 1.745 1.646 -2.001
H 0.324 2.639 -1.797
H 0.218 1.100 -2.697
H 0.233 1.298 0.167
H -1.541 0.057 -0.074
H -1.096 -0.108 -1.786
H -0.220 -1.703 0.594
H 0.372 -1.890 -0.951
H -2.349 -1.415 1.824
H -2.416 -0.446 3.014
O -1.998 -1.261 2.707
H 2.567 0.275 2.141
H 1.772 -0.313 0.902
O 2.397 -0.524 1.611
```

The total charge is 0. The HOMO-LUMO gap comes out at 0.36490 Eh. As for the molecular weight: 96.130 u. The value obtained for the HOMO energy is -9.27 eV. Its structure (SMILES) is CNCN.O.O.

=====

(b)
3 unconnected molecules or ions with the total composition C2H12N2O2. Source: the Open Molecules 2025 dataset; level of theory: wB97M-V/def2-TZVPD.

```
18
C2H12N2O2 (wB97M-V/def2-TZVPD)
C 0.930 -1.107 -1.156
C -0.333 -1.523 -0.451
N -1.423 -0.551 -0.656
N 1.820 -0.342 -0.250
H 1.471 -1.970 -1.549
H 0.656 -0.454 -1.985
H -0.703 -2.504 -0.754
H -0.176 -1.621 0.632
H -1.090 0.368 -0.901
H -1.898 -0.392 0.203
H 1.707 -0.737 0.676
H 2.785 -0.472 -0.461
H -1.456 1.934 1.308
H -2.598 2.666 0.754
O -2.328 1.767 0.957
H 1.158 1.931 1.920
H 0.922 1.163 0.551
O 0.555 1.843 1.163
```

The total charge is 0. The HOMO-LUMO gap comes out at 0.35680 Eh. As for the molecular weight: 96.130 u. The value obtained for the HOMO energy is -8.90 eV. Its structure (SMILES) is NCCN.O.O.

=====

The winner here is (b), beating the second structure by 0.0172 hartree.

=====

(a)
A gas-phase ion, C8H12NO2 (charge +1). Source: the Open Molecules 2025 dataset; level of theory: wB97M-V/def2-TZVPD.

```
23
C8H12NO2 (wB97M-V/def2-TZVPD)
C -0.891 2.014 -0.330
C 1.016 -0.651 -1.957
C -0.476 1.766 0.985
C -1.384 0.724 1.791
C -0.549 -0.579 1.757
C -0.012 -1.170 0.490
C 0.142 -0.428 -0.779
C 2.354 -0.050 -1.835
N -0.955 -1.385 -0.643
O -1.453 2.158 -1.278
O 0.589 -1.164 -2.946
H 0.469 1.276 1.053
H -0.394 2.684 1.445
H -1.504 0.933 2.778
H -2.291 0.605 1.306
H 0.339 -0.346 2.335
H -1.180 -1.356 2.256
H 0.630 -2.009 0.716
H 3.250 -0.736 -2.056
H 2.623 0.507 -0.952
H 2.621 0.622 -2.685
H -1.086 -2.283 -1.137
H -1.857 -1.129 -0.315
```

The total charge is +1. The HOMO-LUMO gap comes out at 0.27041 Eh. As for the molecular weight: 154.189 u. The value obtained for the HOMO energy is -11.94 eV.

=====

(b)
2 unconnected molecules or ions with the total composition C8H12NO2. Source: the Open Molecules 2025 dataset; level of theory: wB97M-V/def2-TZVPD.

```
23
C8H12NO2 (wB97M-V/def2-TZVPD)
C -0.335 3.228 0.888
C -1.295 2.743 -0.009
C 0.515 2.323 1.550
C -1.378 1.384 -0.321
C 0.413 0.923 1.247
C -0.494 0.574 0.313
C 1.813 -1.637 -0.833
C -0.426 -1.774 -0.036
N 0.438 -1.758 -1.336
O -1.713 -1.993 -0.530
O -0.030 -2.581 0.942
H -0.144 4.263 0.976
H -2.039 3.517 -0.407
H 1.422 2.564 2.181
H -2.126 0.952 -1.040
H 1.167 0.133 1.343
H 2.548 -1.730 -1.693
H 1.902 -0.645 -0.438
H 2.152 -2.168 0.186
H 0.224 -0.943 -1.912
H 0.283 -2.666 -1.954
H -2.317 -1.289 -0.242
H -0.579 -3.420 1.127
```

The total charge is +1. The HOMO-LUMO gap (alpha / beta) comes out at 0.32800 / 0.32802 Eh. As for the molecular weight: 154.189 u. The value obtained for the HOMO energy (alpha / beta) is -12.89 / -12.89 eV.

=====

(c)
2 unconnected molecules or ions with the total composition C8H12NO2. Source: the Open Molecules 2025 dataset; level of theory: wB97M-V/def2-TZVPD.

```
23
C8H12NO2 (wB97M-V/def2-TZVPD)
C -1.739 -0.194 -2.746
C -0.383 -0.066 -2.982
C -2.207 -0.317 -1.501
C 0.445 -0.166 -1.913
C -1.367 -0.335 -0.304
C -0.075 -0.274 -0.664
C -2.089 -0.053 0.982
C 1.828 -0.136 1.341
N 1.673 1.207 1.996
O 1.547 -1.075 2.317
O 2.871 -0.162 0.519
H -2.384 -0.247 -3.690
H -0.138 0.030 -3.998
H -3.263 -0.313 -1.493
H 1.606 -0.079 -1.958
H -2.949 -0.700 1.267
H -1.391 -0.282 1.743
H -2.442 0.953 1.097
H 1.630 1.917 1.187
H 2.328 1.356 2.777
H 0.777 1.276 2.478
H 2.073 -1.834 2.535
H 3.649 -0.507 1.010
```

The total charge is +1. The HOMO-LUMO gap (alpha / beta) comes out at 0.28028 / 0.31878 Eh. As for the molecular weight: 154.189 u. The value obtained for the HOMO energy (alpha / beta) is -12.01 / -12.28 eV.

=====

The winner here is (b), beating the second structure by 0.0129 hartree.

=====

(a)
A single C4H3NS2 molecule. Source: the Open Molecules 2025 dataset; level of theory: wB97M-V/def2-TZVPD.

```
10
C4H3NS2 (wB97M-V/def2-TZVPD)
C -0.432 0.659 1.177
C 0.254 -0.507 0.355
C 1.258 -0.031 -0.714
C 0.670 -1.782 0.951
H 0.317 1.041 1.818
H -0.534 -0.989 -0.404
H 2.349 0.167 -0.507
N 0.648 -2.823 1.639
S -1.729 1.384 0.778
S 0.655 0.460 -2.216
```

The total charge is 0. The HOMO-LUMO gap comes out at 0.28179 Eh. As for the molecular weight: 129.209 u. The value obtained for the HOMO energy is -9.38 eV. Its structure (SMILES) is N#CC(C=S)C=S.

=====

(b)
A single C4H3NS2 molecule. Source: the Open Molecules 2025 dataset; level of theory: wB97M-V/def2-TZVPD.

```
10
C4H3NS2 (wB97M-V/def2-TZVPD)
C 1.309 -1.779 -0.076
C 0.878 -0.336 -0.003
C -0.603 -0.027 -0.034
C -1.098 1.294 -0.027
H 2.345 -1.801 -0.323
H 0.834 -2.329 -0.851
H 1.219 -2.295 0.869
N -1.645 2.312 -0.055
S 1.934 0.901 0.046
S -1.671 -1.193 0.050
```

The total charge is 0. The HOMO-LUMO gap comes out at 0.25458 Eh. As for the molecular weight: 129.209 u. The value obtained for the HOMO energy is -9.39 eV. Its structure (SMILES) is CC(=S)C(=S)C#N.

=====

The winner here is (b), beating the second structure by 0.0673 hartree.

=====

(a)
A gas-phase ion, C4H9N3 (charge +2). Source: the Open Molecules 2025 dataset; level of theory: wB97M-V/def2-TZVPD.

```
16
C4H9N3 (wB97M-V/def2-TZVPD)
C -1.741 0.180 -1.359
C 1.024 0.779 2.105
C 0.230 0.039 1.344
C 1.517 -1.058 -0.370
N -0.421 0.026 -1.114
N -2.933 0.309 -1.717
N 0.544 0.069 -0.140
H 0.963 0.653 3.215
H 1.678 1.554 1.700
H -0.537 -0.592 1.806
H 1.264 -1.920 0.141
H 1.847 -1.253 -1.382
H 2.521 -0.669 0.050
H -3.455 1.231 -1.917
H -3.546 -0.359 -2.001
H 1.045 1.010 -0.361
```

The total charge is +2. The HOMO-LUMO gap comes out at 0.32755 Eh. As for the molecular weight: 99.137 u. The value obtained for the HOMO energy is -19.22 eV. Its structure (SMILES) is C=C[N@@H+](C)N=C=[NH2+].

=====

(b)
2 unconnected molecules or ions with the total composition C4H9N3. Source: the Open Molecules 2025 dataset; level of theory: wB97M-V/def2-TZVPD.

```
16
C4H9N3 (wB97M-V/def2-TZVPD)
C 2.114 -1.632 -0.434
C -2.150 -0.760 -1.074
C 1.703 0.606 0.578
C -2.407 1.173 0.419
N 1.903 -0.429 0.138
N 1.238 1.709 1.047
N -2.214 0.245 -0.382
H 1.499 -1.881 -1.390
H 1.766 -2.410 0.351
H -2.580 -0.755 -2.066
H -1.769 -1.599 -0.560
H -3.226 1.217 1.150
H -1.556 1.764 0.400
H 3.135 -1.800 -0.512
H 1.453 2.022 1.974
H 1.091 2.531 0.362
```

The total charge is +2. The HOMO-LUMO gap comes out at 0.40266 Eh. As for the molecular weight: 99.137 u. The value obtained for the HOMO energy is -19.38 eV.

=====

The winner here is (b), beating the second structure by 0.1173 hartree.

=====

(a)
A molecular structure, C29H29MnN6O11P2S. Source: the Open Molecules 2025 dataset; level of theory: wB97M-V/def2-TZVPD.

```
79
C29H29MnN6O11P2S (wB97M-V/def2-TZVPD)
Mn 0.168 0.182 1.105
C -2.619 -2.348 0.635
O -2.003 -1.161 0.155
C -1.917 -0.961 -1.171
C -2.291 -1.870 -2.156
C -2.150 -1.519 -3.493
C -1.651 -0.278 -3.859
C -1.270 0.622 -2.875
C -1.395 0.282 -1.541
N -0.929 1.119 -0.474
N -0.868 2.330 -0.806
C -0.368 3.278 0.085
C -0.162 3.051 1.452
O -0.319 1.904 2.036
C 0.214 4.179 2.267
C 0.417 5.404 1.732
C 0.242 5.650 0.335
C 0.459 6.929 -0.214
C 0.270 7.161 -1.551
C -0.148 6.103 -2.376
C -0.362 4.849 -1.864
C -0.170 4.583 -0.487
H -3.612 -2.462 0.192
H -2.684 -2.221 1.709
H -1.997 -3.219 0.411
H -2.652 -2.850 -1.884
H -2.422 -2.239 -4.255
H -1.535 -0.019 -4.902
H -0.845 1.583 -3.130
H 0.358 3.986 3.322
H 0.728 6.230 2.363
H 0.779 7.727 0.445
H 0.440 8.145 -1.969
H -0.306 6.278 -3.432
H -0.686 4.044 -2.507
C 0.952 0.760 5.676
C 0.597 -0.494 4.896
O 0.446 -1.586 5.832
P -1.029 -0.324 4.039
O -2.000 -1.122 5.005
O -1.536 1.160 4.162
O -1.045 -0.822 2.635
P 1.952 -0.893 3.688
O 1.630 -2.457 3.482
O 3.244 -0.719 4.375
O 1.637 -0.108 2.437
H 0.160 1.034 6.375
H 1.114 1.593 4.992
H 1.881 0.567 6.208
H 0.885 -2.347 5.419
H -1.413 -1.589 5.634
H -1.142 1.662 3.389
H 1.209 -2.704 2.632
N -1.337 -5.744 -4.567
C -0.720 -5.085 -3.501
C -1.168 -5.271 -2.196
C -0.536 -4.630 -1.142
C 0.544 -3.793 -1.374
C 1.030 -3.647 -2.668
C 0.398 -4.280 -3.721
S 1.335 -2.979 -0.010
O 2.739 -3.268 -0.098
O 0.602 -3.433 1.160
N 1.031 -1.417 -0.123
C 1.787 -0.592 -0.879
N 1.650 0.682 -0.448
C 2.221 1.644 -1.151
C 2.993 1.364 -2.266
C 3.111 0.022 -2.599
N 2.517 -0.957 -1.938
H -2.295 -6.011 -4.404
H -1.211 -5.306 -5.466
H -2.007 -5.929 -2.003
H -0.862 -4.799 -0.125
H 1.893 -3.020 -2.835
H 0.777 -4.156 -4.729
H 2.068 2.657 -0.802
H 3.474 2.144 -2.835
H 3.707 -0.279 -3.455
```

The total charge is -1. Its spin multiplicity is 2. As for the expectation value of S²: 0.832. The HOMO-LUMO gap (alpha / beta) comes out at 0.25373 / 0.23924 Eh. As for the molecular weight: 786.535 u. The value obtained for the HOMO energy (alpha / beta) is -5.15 / -4.76 eV.

=====

(b)
A molecular structure, C29H29MnN6O11P2S. Source: the Open Molecules 2025 dataset; level of theory: wB97M-V/def2-TZVPD.

```
79
C29H29MnN6O11P2S (wB97M-V/def2-TZVPD)
Mn 0.750 0.340 -0.397
C -0.961 -0.266 -3.066
O -0.792 -0.438 -1.658
C -1.844 -0.925 -0.934
C -3.070 -1.256 -1.474
C -4.073 -1.729 -0.635
C -3.854 -1.863 0.726
C -2.622 -1.523 1.264
C -1.606 -1.069 0.437
N -0.326 -0.677 0.895
N -0.043 -1.039 2.074
C 1.082 -0.552 2.690
C 1.860 0.539 2.209
O 1.636 1.186 1.129
C 2.957 0.987 3.029
C 3.272 0.396 4.199
C 2.491 -0.684 4.721
C 2.804 -1.276 5.958
C 2.037 -2.287 6.475
C 0.916 -2.727 5.757
C 0.596 -2.172 4.544
C 1.380 -1.142 3.979
H -1.745 0.469 -3.251
H -1.189 -1.227 -3.529
H -0.007 0.096 -3.439
H -3.262 -1.128 -2.528
H -5.039 -1.976 -1.057
H -4.649 -2.205 1.375
H -2.440 -1.580 2.328
H 3.534 1.811 2.629
H 4.125 0.738 4.773
H 3.670 -0.910 6.500
H 2.287 -2.738 7.427
H 0.295 -3.518 6.160
H -0.278 -2.524 4.016
C 3.152 -3.210 1.254
C 2.540 -3.646 -0.078
O 3.266 -4.740 -0.633
P 0.785 -4.149 0.107
O 0.811 -5.732 -0.071
O 0.374 -3.979 1.635
O -0.172 -3.474 -0.805
P 2.698 -2.232 -1.284
O 1.649 -2.567 -2.458
O 4.078 -2.352 -1.814
O 2.303 -0.944 -0.587
H 3.130 -4.032 1.970
H 2.630 -2.352 1.673
H 4.188 -2.924 1.066
H 3.927 -4.318 -1.210
H -0.062 -6.049 -0.331
H -0.005 -3.100 1.803
H 0.767 -2.696 -2.055
N -3.905 1.224 4.440
C -3.406 1.692 3.219
C -2.044 1.937 3.059
C -1.536 2.306 1.825
C -2.385 2.431 0.737
C -3.748 2.218 0.892
C -4.256 1.853 2.125
S -1.811 2.918 -0.870
O -2.666 2.259 -1.841
O -1.800 4.357 -0.907
N -0.339 2.262 -0.895
C 0.531 2.468 -1.897
N 1.539 1.554 -1.822
C 2.518 1.587 -2.706
C 2.520 2.541 -3.713
C 1.436 3.409 -3.738
N 0.442 3.394 -2.860
H -3.328 1.446 5.236
H -4.873 1.448 4.607
H -1.371 1.809 3.899
H -0.477 2.485 1.704
H -4.401 2.310 0.034
H -5.317 1.660 2.238
H 3.281 0.823 -2.602
H 3.306 2.590 -4.451
H 1.359 4.161 -4.519
```

The total charge is -1. Its spin multiplicity is 2. As for the expectation value of S²: 0.907. The HOMO-LUMO gap (alpha / beta) comes out at 0.24855 / 0.23828 Eh. As for the molecular weight: 786.535 u. The value obtained for the HOMO energy (alpha / beta) is -5.02 / -4.74 eV.

=====

The winner here is (b), beating the second structure by 0.0021 hartree.